20
Properties=species:S:1:pos:R:3:forces:R:3:lowdin_charge:R:1 method="wB97M-V/def2-TZVPD" e_lumo_ev=0.8 e_above_lowest_ev=5.871 homo_lumo_gap_ev=4.6 homo_energy_ev=-3.80 charge=-1
C -1.29592 0.47670 -0.70060 -1.9 -1.6 -0.9 -0.47
O -2.34599 0.62769 0.14864 0.2 0.3 -0.1 -0.32
C -0.02691 0.27646 0.03761 0.5 -1.2 -0.6 -0.47
C 1.19560 0.21933 -0.96645 -1.2 4.6 3.4 -0.21
C 2.47014 0.34855 -0.17919 1.9 -2.1 -0.7 -0.67
S 2.78843 -0.96939 1.10979 -0.9 0.8 -1.3 0.35
N 0.06386 1.27229 1.08676 -0.2 0.8 -1.5 0.06
H -1.48077 -0.47492 -1.35911 0.6 0.9 0.4 0.12
H -1.09789 1.26883 -1.44584 -0.4 0.6 -0.1 0.09
H -0.07390 -0.72522 0.47776 0.1 -0.1 0.1 0.11
H 1.16667 -0.86935 -1.20757 0.0 -2.7 -1.1 -0.02
H 1.00507 0.88980 -1.83330 0.5 -0.7 0.2 0.13
H 2.61120 1.33239 0.29257 -0.6 -0.2 -0.1 0.08
H 3.32098 0.17887 -0.86070 -0.2 0.5 0.1 0.03
H 1.25404 -1.76725 -1.33131 0.5 0.3 0.9 0.29
H -0.90031 1.37066 1.43323 0.2 -0.1 -0.4 0.07
H 0.60513 0.82935 1.76020 1.2 -0.5 1.9 0.01
H -3.26193 -1.64869 1.86415 -0.3 -0.2 2.2 -0.03
H -2.76655 -0.88843 0.72964 -0.2 0.5 -0.9 -0.02
O -3.23096 -1.74766 0.94372 0.3 -0.2 -1.4 -0.12

=====

20
Properties=species:S:1:pos:R:3:forces:R:3:lowdin_charge:R:1 method="wB97M-V/def2-TZVPD" e_lumo_ev=4.1 e_above_lowest_ev=1.605 homo_lumo_gap_ev=8.0 homo_energy_ev=-3.93 charge=-1
C -1.16485 0.46173 -0.09663 0.4 5.3 -1.5 -0.24
C 0.14580 1.23963 -0.82090 -1.3 -1.2 -1.9 -0.53
C 0.08391 1.11098 -2.39049 -1.7 3.0 1.4 -0.09
O 1.28346 0.64236 -0.49241 1.3 -1.6 2.4 -0.25
N -1.11212 -0.91662 -0.29006 -0.4 -1.8 3.1 -0.07
C -0.54109 -1.63381 0.89032 0.2 -0.7 -0.4 -0.31
O 0.86523 -1.51541 0.98469 0.0 2.4 -0.7 -0.23
H -2.14457 0.90444 -0.53033 1.3 -0.5 0.6 0.10
H -1.04039 0.96151 0.92258 -0.4 -1.7 -0.7 0.12
H 0.17317 2.32198 -0.60969 -0.7 0.2 0.4 0.10
H -0.90611 1.30628 -2.80309 -0.1 0.3 -0.3 0.06
H 0.87405 1.64426 -2.89788 0.0 1.4 0.2 0.06
H 0.40202 0.22247 -2.71650 0.6 -4.4 -0.6 0.00
H 1.10015 -0.46820 0.45013 0.0 -0.9 -0.4 0.13
H -0.60340 -1.16627 -1.10950 0.6 -0.1 -0.5 0.09
H -0.71689 -2.72746 0.72000 -0.3 0.8 0.4 0.10
H -1.01055 -1.27941 1.88121 0.2 -0.4 -1.6 0.13
H 1.32424 -0.89023 2.36314 1.2 -0.1 1.8 0.03
H 1.27855 0.30370 3.24924 -0.5 1.8 0.4 -0.04
O 1.70936 -0.52192 3.29615 -0.5 -1.9 -2.0 -0.16

=====

20
Properties=species:S:1:pos:R:3:forces:R:3:lowdin_charge:R:1 method="wB97M-V/def2-TZVPD" e_lumo_ev="0.5 / 0.3" e_above_lowest_ev=2.223 s2=0.7528 homo_lumo_gap_ev="3.4 / 9.3" multiplicity=2 homo_energy_ev="-2.93 / -8.95" charge=0
O -0.49886 1.21759 1.45378 2.6 -2.3 0.8 0.00
C -1.34921 1.09627 0.39579 2.9 -1.7 -2.2 -0.66
C -0.99194 -0.11050 -0.45309 -1.7 0.0 0.3 -0.25
N 0.52232 -0.35896 -0.15323 -0.7 0.1 2.0 -0.02
C 1.03105 -1.49598 -0.88012 2.4 -4.0 -0.8 -0.10
C -1.80495 -1.41257 -0.01649 0.6 -0.5 -0.6 -0.07
O -2.20013 1.92285 0.31100 -4.0 2.4 -1.1 0.01
H -0.84401 1.85897 2.03112 -1.0 1.4 1.2 0.08
H -1.20548 -0.05150 -1.54796 0.4 0.7 0.8 0.14
H 0.49145 -0.35960 0.95600 0.7 -0.2 -2.3 0.19
H 1.08597 0.45422 -0.42325 -0.3 0.6 0.3 0.12
H 1.96149 -1.34153 -1.47667 -0.9 1.1 0.2 0.08
H 0.24422 -1.83805 -1.60539 1.0 0.0 1.0 0.09
H 1.54951 -2.39437 -0.26948 -2.2 1.9 -0.7 0.14
H -1.40266 -2.36427 -0.52960 -0.3 1.0 1.2 0.06
H -1.76156 -1.39573 1.10428 -0.4 -0.7 -1.0 0.09
H -2.85805 -1.39226 -0.44053 1.2 0.6 0.9 0.10
H 3.47731 2.57817 0.46728 0.7 0.7 0.2 0.02
H 1.98779 3.04592 0.66767 -0.1 0.7 0.3 0.03
O 2.56574 2.34133 0.40888 -0.6 -1.6 -0.5 -0.05

=====

20
Properties=species:S:1:pos:R:3:forces:R:3:lowdin_charge:R:1 method="wB97M-V/def2-TZVPD" e_lumo_ev=-3.5 e_above_lowest_ev=0.609 homo_lumo_gap_ev=10.9 homo_energy_ev=-14.43 charge=+1
O -2.52874 -0.05102 -0.75455 -0.1 -0.1 0.0 0.19
C -1.97054 -0.08156 0.29105 -0.1 0.1 0.1 -0.48
O -2.50871 -0.40144 1.48492 0.0 0.0 0.5 0.11
C -0.49106 0.25295 0.45492 -0.2 -0.3 -0.8 -0.20
C 0.40073 -0.92207 0.12966 1.0 -1.2 -0.6 -0.19
C 1.90291 -0.55750 0.02778 -1.4 0.7 0.2 -0.06
N -0.23334 0.72632 1.85543 -0.7 -0.1 0.4 0.25
H -3.46185 -0.58839 1.47183 0.1 0.0 -0.4 0.16
H -0.30263 1.01740 -0.30511 0.2 0.3 0.5 0.17
H 0.08571 -1.37736 -0.81498 -0.2 0.6 -0.1 0.14
H 0.34088 -1.79392 0.79826 -0.4 0.5 0.4 0.13
H 2.24893 -0.28413 1.03287 0.6 -0.4 -0.3 0.07
H 2.06107 0.29353 -0.63211 -0.1 0.1 -0.1 0.08
H 2.39030 -1.40222 -0.41884 0.7 -0.4 0.3 0.08
H -0.89106 0.19160 2.45313 0.5 0.0 -0.1 0.17
H -0.48856 1.69882 2.01597 0.2 0.3 -0.2 0.18
H 0.73001 0.57355 2.15032 0.1 0.0 0.0 0.16
H 1.67483 0.87170 -3.75228 -0.1 -0.1 0.4 0.04
H 0.24942 1.00531 -4.13380 -0.3 0.0 0.2 0.04
O 0.79168 0.82843 -3.35448 0.4 0.1 -0.5 -0.07

=====

20
Properties=species:S:1:pos:R:3:forces:R:3:lowdin_charge:R:1 method="wB97M-V/def2-TZVPD" e_lumo_ev=-3.8 e_above_lowest_ev=1.689 homo_lumo_gap_ev=10.8 homo_energy_ev=-14.62 charge=+1
O 1.60341 -1.14924 -1.15303 -0.2 0.8 -0.3 0.18
C 0.67449 -1.26850 -0.43742 -0.8 -2.4 0.3 -0.49
O 0.47897 -2.36489 0.36451 -0.3 0.5 1.1 0.09
C -0.60844 -0.44567 -0.38472 -1.3 1.0 -0.7 -0.13
C -0.26256 0.99668 -0.76200 0.4 -0.4 1.7 -0.19
C -1.45527 1.91288 -0.62258 -1.7 2.1 0.2 -0.10
N -1.32838 -0.53696 1.09369 0.7 -0.9 -2.5 0.25
H 1.26240 -2.69394 0.83328 0.2 -0.1 -0.7 0.14
H -1.43969 -0.84122 -1.04555 1.2 0.1 0.7 0.19
H 0.16915 1.04705 -1.75938 0.1 -0.4 0.1 0.14
H 0.57459 1.16839 -0.01747 -0.7 0.8 -1.0 0.14
H -1.36540 2.71862 0.13917 0.4 -0.5 -0.4 0.10
H -2.41670 1.46592 -0.34349 0.2 -0.7 0.2 0.06
H -1.85015 2.46764 -1.51320 1.2 -0.6 0.3 0.10
H -1.84320 -1.41648 0.95018 0.4 0.1 0.9 0.16
H -2.03803 0.17984 1.23354 0.3 0.4 0.0 0.14
H -0.64330 -0.59949 1.84875 -0.3 0.0 0.0 0.17
H 3.59940 -0.05032 1.26659 0.1 0.5 0.0 0.05
H 3.59596 -0.70324 -0.05451 -0.1 0.2 -0.5 0.04
O 3.29276 0.11294 0.36364 0.2 -0.6 0.8 -0.05

=====

20
Properties=species:S:1:pos:R:3:forces:R:3:lowdin_charge:R:1 method="wB97M-V/def2-TZVPD" e_lumo_ev="-9.9 / -13.9" e_above_lowest_ev=1.183 s2=0.7588 homo_lumo_gap_ev="10.0 / 5.9" multiplicity=2 homo_energy_ev="-19.88 / -19.82" charge=+2
O -2.98917 1.38097 0.39035 -0.1 0.0 0.1 0.42
C -2.10332 1.12222 -0.33440 0.4 0.2 -0.6 0.01
C -0.64132 0.71366 0.12399 -0.4 0.0 0.7 -0.11
C -0.89114 -0.71998 0.66849 -0.1 -0.7 -0.3 -0.33
C 0.37374 -1.35638 1.23512 0.9 0.3 -0.5 0.03
O -1.36174 -1.38901 -0.50425 -0.2 0.3 0.0 0.00
N 0.29131 0.67098 -1.02275 0.4 -1.3 0.4 0.23
H -2.23741 1.19661 -1.44826 -0.3 -0.1 0.1 0.24
H -0.33959 1.46762 0.86097 0.1 -0.2 -0.1 0.20
H -1.65705 -0.73026 1.44161 -0.1 0.4 0.0 0.17
H 0.60439 -2.29224 0.73954 -0.5 -0.4 -0.1 0.11
H 1.27918 -0.77454 1.03999 -0.1 0.3 0.3 0.08
H 0.29675 -1.52211 2.29884 0.0 0.0 0.3 0.11
H -2.16854 -1.89943 -0.33688 0.2 -0.2 0.0 0.15
H 1.32101 0.67020 -0.65574 0.1 0.8 -0.4 0.11
H 0.15653 1.36030 -1.75636 0.2 0.5 0.0 0.19
H 0.25001 -0.25315 -1.48340 -0.5 0.1 0.0 0.19
H 3.47860 1.54900 -0.47680 -0.1 0.1 0.0 0.11
H 3.45868 0.01493 -0.33209 -0.2 0.3 -0.1 0.11
O 2.87906 0.79061 -0.44797 0.2 -0.6 0.1 -0.01

=====

21
Properties=species:S:1:pos:R:3:forces:R:3:lowdin_charge:R:1 method="wB97M-V/def2-TZVPD" e_lumo_ev=3.7 e_above_lowest_ev=3.138 homo_lumo_gap_ev=8.1 homo_energy_ev=-4.43 charge=-1
O -2.58778 -0.70713 0.79275 -0.2 0.0 0.7 -0.02
C -1.40093 -1.00683 0.71238 0.9 -0.9 -1.0 -0.54
N -0.84539 -1.43848 -0.43727 -1.0 -0.6 2.2 0.08
C 0.56874 -1.28241 -0.81704 -0.2 -1.6 2.2 -0.53
O 0.43803 -0.72648 -1.95478 2.1 2.0 -3.7 -0.22
C -0.36233 -0.83521 1.86442 -0.8 0.2 -2.9 -0.18
C -0.34983 0.69573 2.01120 -0.8 2.3 -0.1 -0.11
H -1.38783 -1.39614 -1.29176 -0.1 0.1 0.3 0.13
H 1.03709 -2.30774 -0.68289 0.0 0.1 -0.9 0.10
H 1.11804 -0.75126 -0.02219 -0.1 0.7 0.0 0.07
H -0.61982 -1.50779 2.62113 -1.6 0.1 2.2 0.08
H 0.56813 -1.40594 1.67393 0.1 1.3 -0.7 0.10
H -0.03133 0.86747 3.06202 -0.1 0.9 -0.8 0.06
H -1.39196 1.28662 1.77177 2.0 -2.2 1.2 0.12
H 0.23067 1.32520 1.22257 0.0 -1.7 1.5 0.08
H 0.91244 0.78764 -1.91711 -0.3 1.4 -0.9 0.05
H -0.01670 2.14438 -1.93386 3.6 -0.9 -0.6 0.10
O 0.99977 1.87397 -2.09692 -3.5 -1.0 1.3 -0.24
H 1.99327 2.27900 -0.63347 0.2 -0.1 0.6 -0.01
H 2.44582 1.35749 0.54738 -0.1 1.3 -0.5 0.02
O 2.44072 2.30498 0.26115 -0.2 -1.1 -0.2 -0.14

=====

20
Properties=species:S:1:pos:R:3:forces:R:3:lowdin_charge:R:1 method="wB97M-V/def2-TZVPD" e_lumo_ev=0.8 smiles="CCP(S)OC.C=N" e_above_lowest_ev=2.640 homo_lumo_gap_ev=9.2 homo_energy_ev=-8.39 charge=0
C 1.60291 -1.15669 1.38709 1.2 -0.2 -0.1 -0.16
C -3.65193 -2.03286 1.42572 -1.3 0.3 -1.5 -0.14
C 1.84964 2.07186 -1.69565 -3.5 0.0 -1.8 -0.17
C 0.59794 -1.05872 0.24360 -0.3 0.7 2.1 -0.51
N -2.69059 -1.56930 0.71908 -0.5 -0.3 0.5 0.01
O 1.59754 1.01309 -0.75458 1.4 0.7 -1.3 -0.52
P 0.13660 0.58068 -0.26368 -1.0 0.8 -0.3 0.60
S -0.81652 -0.01664 -2.16003 -1.9 1.1 1.8 0.34
H 2.70388 -0.89446 1.19893 -1.8 0.0 -0.2 0.09
H 1.21993 -0.56115 2.21049 0.3 -0.1 0.4 0.06
H 1.63496 -2.21527 1.65956 0.0 0.2 0.4 0.06
H -3.61825 -2.51859 2.41247 1.4 0.4 -0.2 0.06
H -4.75669 -2.08630 1.17081 1.1 0.5 -0.6 0.07
H -1.99128 0.49589 -1.48110 1.5 -0.7 -1.5 -0.16
H 0.93709 2.86077 -1.70584 2.5 -1.2 0.7 0.12
H 1.76648 1.75043 -2.81513 0.4 -0.1 2.0 0.09
H 2.84954 2.36030 -1.49067 0.5 1.0 0.1 0.06
H -0.37494 -1.43326 0.62168 0.6 -0.5 -0.7 0.04
H 0.98563 -1.44517 -0.63629 0.4 -1.6 -1.6 0.03
H -2.81211 -1.16259 -0.25835 -0.8 -0.9 1.8 0.04

=====

19
Properties=species:S:1:pos:R:3:forces:R:3:lowdin_charge:R:1 method="wB97M-V/def2-TZVPD" e_lumo_ev=3.6 e_above_lowest_ev=2.362 homo_lumo_gap_ev=6.3 homo_energy_ev=-2.66 charge=-1
C 0.95927 -0.55923 -2.43820 1.5 0.0 0.3 -0.17
N 1.21936 0.85225 -1.79379 -0.1 -1.0 1.2 -0.13
C 1.00268 0.85284 -0.22751 -0.2 1.2 -0.4 -0.45
C -0.50141 0.43135 0.04568 1.6 -3.0 -2.3 -0.80
S -1.14792 0.16219 1.69297 -0.1 0.4 0.4 0.18
C 1.11751 2.21974 0.56981 -0.3 0.7 0.6 -0.15
H 1.73380 -1.29177 -1.95450 -1.9 0.7 -0.5 0.08
H -0.13572 -1.03193 -2.54719 2.6 1.6 0.7 0.10
H 1.39986 -0.42704 -3.45929 -0.7 -0.2 0.5 0.04
H 2.26404 0.96580 -1.87365 -1.5 -0.2 -0.2 0.08
H 1.82317 0.19922 0.15192 -1.0 -0.1 0.3 0.12
H -1.05362 1.06856 -0.68427 0.0 -0.2 0.7 0.06
H -0.47979 -0.64442 -0.40158 -0.5 1.7 0.3 0.01
H 2.14233 2.63227 0.93093 -1.4 -0.8 -1.2 0.06
H 0.60866 1.86226 1.53518 0.6 0.8 -1.0 -0.01
H 0.44967 3.10545 0.16038 1.4 -1.9 0.6 0.09
H -1.80719 -2.62316 1.13889 1.1 -0.8 -0.3 0.00
H -1.60168 -3.04770 -0.28732 0.6 -0.8 1.4 0.04
O -1.37257 -3.37455 0.63259 -1.5 1.8 -1.1 -0.16

=====

19
Properties=species:S:1:pos:R:3:forces:R:3:lowdin_charge:R:1 method="wB97M-V/def2-TZVPD" e_lumo_ev=3.6 e_above_lowest_ev=1.947 homo_lumo_gap_ev=6.5 homo_energy_ev=-2.87 charge=-1
C -3.01031 -1.74122 -1.24454 3.2 1.5 -0.6 -0.14
N -1.62262 -1.71538 -0.52950 -0.1 0.2 -0.3 -0.13
C -0.91142 -0.48533 0.14697 -1.7 1.0 -2.6 -0.39
C 0.42686 -0.21755 -0.66859 0.4 -1.3 1.9 -0.73
S 1.38839 1.28070 -0.30391 0.1 -0.1 0.2 0.22
C -1.77533 0.86667 0.33757 1.5 -0.9 -0.8 -0.12
H -3.58562 -0.87608 -0.80004 -0.2 -1.9 -0.1 0.06
H -3.23848 -2.84783 -1.31175 -0.8 1.6 0.7 0.06
H -2.87557 -1.41197 -2.33603 -0.2 -0.4 1.2 0.06
H -0.94836 -2.14132 -1.19958 -0.6 0.7 0.9 0.07
H -0.63704 -0.72095 1.11935 0.6 -1.1 1.7 0.07
H 0.28416 -0.32913 -1.71040 -0.8 0.3 -1.3 0.00
H 1.06273 -1.13709 -0.46115 -0.5 0.9 0.1 0.05
H -2.59159 0.98906 1.10877 0.8 -0.8 -0.9 0.06
H -0.94098 1.58645 0.56459 -0.9 -0.4 -0.2 -0.01
H -2.09871 1.04569 -0.69333 -0.5 0.6 0.3 0.05
H 3.11137 0.75201 1.56217 -0.5 -0.8 -0.3 -0.08
H 3.89535 1.50653 2.49696 0.2 -0.6 0.4 0.02
O 3.66601 0.57072 2.35013 0.0 1.3 -0.3 -0.14

=====

| no. | DFT total energy (eV) |
| --- | --- |
| 1 | -20758.192 |
| 2 | -11974.348 |
| 3 | -11970.547 |
| 4 | -11968.987 |
| 5 | -11967.907 |
| 6 | -11954.220 |
| 7 | -14022.578 |
| 8 | -28002.348 |
| 9 | -18714.393 |
| 10 | -18714.808 |